Below is 3 unconnected molecules or ions with the total composition C5H16NO2 in a non-equilibrium geometry, with properties calculated with ωB97M-V/def2-TZVPD.

## Properties
* ΔE to the lowest compared entry with this formula, charge and spin: 30.0 kcal per mole
* calculated total energy: -405.07237 Ha
* HOMO-LUMO gap: 10.8 eV
* total charge: +1

Element x y z (Å)
C (0.59052, 2.30910, -0.30384)
C (1.91962, 1.66706, -0.69222)
C (2.11830, 0.26048, -0.07215)
C (0.85173, -0.52061, 0.09335)
C (0.73216, -1.67633, -0.54008)
N (-0.35267, -2.62579, -0.15051)
H (0.26545, 2.13253, 0.72285)
H (0.77231, 3.38245, -0.33461)
H (-0.27097, 2.16996, -0.95278)
H (1.90262, 1.51120, -1.77213)
H (2.75746, 2.29673, -0.41163)
H (2.83599, -0.34156, -0.63197)
H (2.60988, 0.38582, 0.89791)
H (0.12328, -0.28053, 0.85898)
H (1.40630, -2.14619, -1.23906)
H (-0.25498, -2.98545, 0.78986)
H (-1.33420, -2.24794, -0.14986)
H (-0.32340, -3.42953, -0.76502)
H (-2.69324, -0.76479, 0.83650)
H (-3.20564, -0.94993, -0.61833)
O (-2.84744, -1.43810, 0.13180)
H (-2.41273, 1.15339, 2.28873)
H (-2.91467, 1.14265, 0.66043)
O (-2.27570, 0.99539, 1.35379)